DFT (the ωB97M-V functional and the def2-TZVPD basis) results for a single C8H15N3O4 molecule in a non-equilibrium geometry.

Each line ends with the Löwdin charge.
Atoms and positions in Å:
1 C 1.765 -2.247 -0.706  -0.0104
2 C 1.705 -0.918 0.035  -0.2986
3 N 0.630 -0.010 -0.297  0.1209
4 C 0.201 0.947 0.578  -0.4523
5 O 0.612 0.953 1.720  0.0593
6 C -0.830 1.943 -0.018  -0.3130
7 N -0.234 2.982 -0.805  0.0471
8 C -2.010 1.117 -0.707  -0.1330
9 C -2.638 0.176 0.290  -0.1170
10 C -2.101 -1.247 0.177  -0.5443
11 N -1.327 -1.649 1.284  0.1408
12 O -2.253 -2.019 -0.742  0.0565
13 C 3.025 -0.133 -0.060  -0.4374
14 O 3.623 0.000 -1.134  0.0894
15 O 3.400 0.497 1.067  0.1150
16 H 2.109 -1.978 -1.724  0.0962
17 H 2.337 -3.018 -0.195  0.0942
18 H 0.726 -2.575 -0.877  0.0759
19 H 1.459 -1.114 1.053  0.1135
20 H -0.044 -0.232 -0.990  0.1119
21 H -1.178 2.415 0.893  0.1371
22 H 0.456 3.603 -0.322  0.1130
23 H -0.001 2.713 -1.772  0.0950
24 H -2.819 1.781 -1.055  0.1203
25 H -1.682 0.558 -1.620  0.1254
26 H -2.417 0.483 1.312  0.1178
27 H -3.732 0.059 -0.015  0.1543
28 H -0.780 -0.930 1.781  0.0805
29 H -0.743 -2.487 1.053  0.1163
30 H 2.740 0.332 1.797  0.1254

Atomic forces in eV per Å
C -1.30 1.28 -1.53
C 0.14 -0.26 0.77
N 0.04 0.75 -0.72
C -0.03 -0.97 -1.36
O 0.23 0.74 0.96
C -0.25 -0.99 0.40
N 0.44 0.59 -0.83
C 0.85 1.34 -0.48
C -1.18 -1.66 -0.66
C 1.49 -0.52 1.38
N 0.79 -0.43 -0.62
O -0.44 0.43 -0.39
C 0.80 0.59 -2.25
O -1.22 -0.37 2.88
O -0.46 -0.47 0.41
H 0.39 -0.70 0.48
H 0.13 0.26 -0.18
H 0.30 -0.24 0.33
H 0.53 -0.47 1.26
H 0.07 -0.31 -1.03
H -0.66 0.13 0.14
H -0.92 -1.20 -0.85
H 0.21 0.33 1.06
H 0.72 0.17 0.09
H -0.10 0.50 0.61
H -0.80 0.30 0.01
H 1.24 0.36 1.07
H -0.70 -0.52 -0.25
H -0.95 1.03 0.40
H 0.65 0.32 -1.11

Values from the calculation:
relative energy (zero: lowest compared OMol25 entry of this formula, charge and spin)	1.266	eV
total charge	0
HOMO energy	-0.3510	Ha

=====

DFT (the ωB97M-V functional and the def2-TZVPD basis) results for a single C8H15N3O4 molecule in a non-equilibrium geometry.

Each line ends with the Löwdin charge.
Atoms and positions in Å:
1 C 3.217 -0.374 1.539  -0.0310
2 C 3.143 0.206 0.145  -0.2455
3 N 1.850 0.831 -0.073  0.1197
4 C 0.673 0.283 0.151  -0.4398
5 O 0.470 -0.902 0.359  0.0409
6 C -0.540 1.276 0.038  -0.2695
7 N -0.123 2.532 -0.611  0.0385
8 C -1.746 0.576 -0.647  -0.1491
9 C -2.495 -0.420 0.237  -0.1218
10 C -3.899 -0.728 -0.334  -0.5407
11 N -4.391 -1.924 0.048  0.1311
12 O -4.561 0.105 -0.953  0.0296
13 C 3.509 -0.868 -0.918  -0.4842
14 O 4.600 -0.940 -1.459  0.0953
15 O 2.570 -1.768 -1.145  0.1324
16 H 4.171 -0.870 1.694  0.0919
17 H 3.150 0.447 2.275  0.0979
18 H 2.477 -1.129 1.758  0.0769
19 H 3.908 0.976 -0.023  0.1569
20 H 1.819 1.791 -0.390  0.1295
21 H -0.793 1.463 1.093  0.1527
22 H -0.712 3.321 -0.346  0.0913
23 H -0.249 2.387 -1.592  0.0764
24 H -2.467 1.384 -0.907  0.1203
25 H -1.477 0.102 -1.608  0.1364
26 H -2.669 0.002 1.243  0.1333
27 H -1.932 -1.324 0.385  0.0927
28 H -3.947 -2.538 0.783  0.1342
29 H -5.358 -2.206 -0.203  0.1253
30 H 1.800 -1.693 -0.543  0.0783

Atomic forces in eV per Å
C 0.80 0.30 0.83
C 0.48 -0.23 -0.86
N 1.00 0.62 -0.31
C -1.70 1.03 -0.79
O 0.10 -0.96 0.40
C 0.36 -0.76 0.08
N -0.19 -0.31 0.72
C -0.43 0.80 0.08
C -0.62 0.33 -0.28
C -0.12 1.46 0.50
N -0.78 -2.31 1.04
O 0.78 -1.05 0.22
C 1.09 -0.03 -0.02
O -1.41 0.46 0.75
O -0.15 -0.67 -0.36
H 0.28 0.10 -0.06
H -0.10 -0.40 -0.25
H -0.45 0.04 -0.15
H -0.26 -0.14 0.34
H -0.08 0.08 0.16
H -0.09 0.19 -0.25
H 0.14 -0.40 -0.01
H -0.01 0.21 -0.74
H 0.39 -0.51 0.15
H 0.18 0.15 0.40
H 0.03 0.00 -0.33
H 0.24 -0.37 -0.02
H -0.49 1.34 -1.54
H 1.14 0.68 0.20
H -0.14 0.35 0.08

Values from the calculation:
relative energy (zero: lowest compared OMol25 entry of this formula, charge and spin)	0.232	eV
total charge	0
HOMO energy	-0.3607	Ha

=====

DFT (the ωB97M-V functional and the def2-TZVPD basis) results for a single C8H15N3O4S molecule in a non-equilibrium geometry.

Each line ends with the Löwdin charge.
Atoms and positions in Å:
1 N -4.899 0.450 0.554  0.1636
2 C -3.587 0.483 0.859  -0.5583
3 O -3.130 -0.005 1.885  0.0341
4 C -2.703 1.289 -0.089  -0.1189
5 C -1.248 0.890 -0.008  -0.1596
6 C -0.947 -0.394 -0.796  -0.2992
7 N -1.939 -1.416 -0.527  0.0771
8 C 0.479 -0.932 -0.590  -0.3795
9 O 0.720 -2.147 -0.677  0.0351
10 N 1.476 -0.034 -0.378  0.1168
11 C 2.880 -0.417 -0.357  -0.2789
12 C 3.772 0.784 -0.673  -0.4783
13 S 3.448 2.260 0.345  0.7434
14 C 3.269 -1.088 0.969  -0.4818
15 O 4.131 -0.634 1.696  0.0834
16 O 2.620 -2.199 1.263  0.1459
17 H -5.240 0.635 -0.394  0.1163
18 H -5.474 -0.160 1.103  0.1070
19 H -2.815 2.319 0.175  0.1134
20 H -3.072 1.194 -1.136  0.1291
21 H -0.646 1.692 -0.386  0.1041
22 H -0.987 0.714 1.047  0.1327
23 H -1.003 -0.158 -1.891  0.1656
24 H -1.622 -2.273 -0.918  0.0654
25 H -1.999 -1.588 0.471  0.0848
26 H 1.276 0.907 -0.162  0.0691
27 H 3.027 -1.150 -1.148  0.1589
28 H 4.845 0.525 -0.569  0.0930
29 H 3.593 1.117 -1.715  0.0849
30 H 3.802 1.711 1.498  -0.1407
31 H 1.974 -2.376 0.549  0.0715

Atomic forces in eV per Å
N -0.82 0.00 -0.94
C 0.95 0.15 0.43
O -0.39 0.13 -0.48
C -0.49 -0.84 -0.90
C 0.07 -0.95 0.47
C 0.04 0.12 -0.55
N -0.24 0.55 0.36
C 0.47 -0.20 -0.12
O -0.14 0.83 0.11
N -0.14 -1.38 -0.34
C 0.11 0.21 0.00
C 0.45 0.26 -0.23
S -0.18 0.11 -0.42
C 1.03 0.65 0.69
O -0.68 -0.37 -0.60
O 0.02 0.01 0.04
H 0.49 -0.06 0.74
H -0.08 -0.09 0.22
H -0.10 0.79 0.29
H 0.16 0.01 0.59
H 0.44 0.55 -0.20
H -0.08 0.19 -0.22
H 0.07 -0.13 0.67
H 0.22 -0.79 -0.51
H -0.05 0.16 0.11
H -0.25 1.05 0.27
H 0.00 -0.24 -0.10
H -0.75 -0.02 -0.09
H 0.08 -0.24 0.53
H 0.12 -0.18 0.34
H -0.33 -0.28 -0.18

Values from the calculation:
relative energy (zero: lowest compared OMol25 entry of this formula, charge and spin)	0.000	eV
total charge	0
HOMO energy	-0.3520	Ha

=====

DFT (the ωB97M-V functional and the def2-TZVPD basis) results for a single C8H15N3O5 molecule in a non-equilibrium geometry.

Each line ends with the Löwdin charge.
Atoms and positions in Å:
1 C 2.078 2.669 0.176  -0.0309
2 C 2.521 1.195 -0.215  -0.4597
3 O 3.413 0.826 0.698  -0.0040
4 C 1.304 0.309 -0.445  -0.1201
5 N 0.588 0.178 0.977  0.1659
6 C -0.651 -0.368 1.120  -0.4033
7 O -1.322 -0.617 2.191  -0.0135
8 C -1.368 -1.058 -0.036  -0.3118
9 N -1.432 -2.571 0.185  0.0274
10 C -2.761 -0.416 -0.180  -0.1159
11 C -2.633 1.012 -0.598  -0.4738
12 N -3.856 1.751 -0.318  0.1275
13 O -1.626 1.467 -1.152  0.0415
14 C 1.789 -1.076 -0.730  -0.4401
15 O 2.940 -1.432 -0.338  0.0429
16 O 1.030 -1.935 -1.357  0.1213
17 H 1.905 2.685 1.259  0.0680
18 H 2.782 3.549 -0.096  0.1051
19 H 1.094 2.893 -0.284  0.0735
20 H 3.035 1.267 -1.336  0.1952
21 H 3.614 -0.104 0.724  0.0761
22 H 0.551 0.534 -1.135  0.1111
23 H 1.261 0.290 1.882  0.2284
24 H -0.941 -0.847 -1.053  0.1185
25 H -1.341 -2.847 1.208  0.0913
26 H -2.382 -3.042 -0.012  0.0974
27 H -3.298 -0.440 0.800  0.1238
28 H -3.509 -0.848 -1.023  0.1798
29 H -3.893 2.751 -0.602  0.1117
30 H -4.593 1.428 0.273  0.0762
31 H 1.476 -2.847 -1.403  0.1906

Atomic forces in eV per Å
C -0.13 0.40 -0.69
C -0.27 3.56 -4.64
O 1.27 0.31 2.60
C -0.20 -1.74 4.11
N 1.62 0.09 0.91
C -1.89 -2.50 2.84
O 3.13 1.91 -2.12
C -1.23 -0.83 -2.37
N -1.18 -0.62 1.33
C -1.81 -0.69 -0.30
C -1.30 1.76 0.14
N 2.96 0.90 -1.71
O -1.98 -0.16 0.87
C 4.59 -2.05 1.39
O -2.92 0.37 -1.05
O -0.04 -1.34 -0.71
H 0.19 0.04 -0.20
H -0.83 -1.92 0.36
H 0.53 -0.08 0.08
H -1.14 -0.21 2.36
H -0.04 -0.82 -0.71
H -0.83 1.35 -0.98
H -2.37 -0.24 -2.97
H 0.04 -0.64 1.19
H 0.15 1.15 -1.58
H 1.76 1.67 -0.14
H 0.33 -0.20 -0.80
H 1.99 0.36 1.89
H 0.16 -1.37 0.40
H 0.07 -0.42 0.19
H -0.63 1.95 0.31

Values from the calculation:
relative energy (zero: lowest compared OMol25 entry of this formula, charge and spin)	2.819	eV
total charge	0
HOMO energy	-0.3459	Ha